{"formula": "C41H32GeN5O2Tl", "method": "ωB97M-V with the def2-TZVPD basis set", "symbols": ["Tl", "C", "O", "C", "C", "C", "C", "C", "C", "N", "N", "C", "C", "C", "C", "O", "C", "N", "C", "C", "C", "C", "H", "H", "H", "H", "H", "H", "H", "H", "H", "H", "H", "H", "C", "Ge", "C", "C", "C", "C", "C", "C", "C", "C", "C", "C", "C", "C", "C", "C", "C", "C", "C", "C", "H", "H", "H", "H", "H", "H", "H", "H", "H", "H", "H", "H", "H", "H", "H", "H", "N", "C", "C", "C", "C", "C", "N", "C", "H", "H", "H", "H"], "positions_angstrom": [[-1.2668, 0.2315, 1.0450], [-2.7679, -4.1744, -8.6927], [-2.2460, -3.0515, -8.0081], [-1.1455, -3.2401, -7.2279], [-0.4836, -4.4521, -7.0756], [0.6461, -4.5155, -6.2634], [1.0811, -3.4044, -5.5714], [0.4279, -2.1863, -5.7423], [-0.6718, -2.1037, -6.5660], [2.3076, -3.5345, -4.8180], [2.3940, -3.1421, -3.6528], [1.2555, -2.6824, -2.9032], [0.0655, -3.3585, -2.7928], [-0.9520, -2.9293, -1.9327], [-0.8137, -1.7917, -1.1525], [-1.7572, -1.3551, -0.3679], [0.4487, -1.1070, -1.2287], [0.6138, -0.0232, -0.4240], [1.7435, 0.6407, -0.4359], [2.8185, 0.2755, -1.2655], [2.6860, -0.8120, -2.0781], [1.4768, -1.5503, -2.0812], [-3.6411, -3.8204, -9.2341], [-3.0677, -4.9599, -7.9945], [-2.0424, -4.5789, -9.4032], [-0.8120, -5.3411, -7.5911], [1.1918, -5.4451, -6.1635], [0.7855, -1.3038, -5.2265], [-1.1879, -1.1656, -6.7156], [-0.0915, -4.2545, -3.3784], [-1.8794, -3.4814, -1.8649], [1.8373, 1.4735, 0.2509], [3.7355, 0.8453, -1.2288], [3.4964, -1.1372, -2.7152], [-1.4948, 0.0989, 3.1710], [0.1449, 0.8677, 3.8832], [0.1933, 0.4865, 5.7954], [1.3255, 0.7664, 6.5612], [1.3618, 0.4691, 7.9162], [0.2607, -0.1175, 8.5249], [-0.8692, -0.4087, 7.7759], [-0.8998, -0.1103, 6.4191], [0.4748, 2.7952, 3.6499], [0.6249, 3.3385, 2.3747], [0.8447, 4.6934, 2.1788], [0.9109, 5.5460, 3.2733], [0.7572, 5.0306, 4.5507], [0.5427, 3.6686, 4.7342], [1.6432, -0.0240, 2.9945], [2.8848, 0.5925, 2.8381], [3.9281, -0.0572, 2.1891], [3.7363, -1.3296, 1.6687], [2.5067, -1.9574, 1.8147], [1.4737, -1.3125, 2.4829], [-2.3330, 0.7804, 3.3780], [2.1971, 1.2151, 6.0968], [2.2483, 0.6905, 8.4963], [0.2870, -0.3528, 9.5810], [-1.7256, -0.8738, 8.2468], [-1.7802, -0.3572, 5.8371], [0.5694, 2.6867, 1.5043], [0.9660, 5.0877, 1.1772], [1.0787, 6.6054, 3.1293], [0.8038, 5.6886, 5.4086], [0.4210, 3.2861, 5.7398], [3.0407, 1.5945, 3.2232], [4.8891, 0.4313, 2.0843], [4.5431, -1.8324, 1.1509], [2.3540, -2.9508, 1.4120], [0.5168, -1.8108, 2.5991], [-7.0503, 2.9632, -1.2158], [-5.9052, 3.0022, -1.1630], [-4.4678, 3.0562, -1.0962], [-3.7692, 4.1489, -1.5966], [-2.3899, 4.1483, -1.5084], [-1.7650, 3.0597, -0.9239], [-2.4334, 2.0132, -0.4423], [-3.7584, 2.0065, -0.5245], [-4.3038, 4.9759, -2.0427], [-1.8053, 4.9748, -1.8830], [-0.6857, 3.0201, -0.8352], [-4.2778, 1.1418, -0.1290]], "mulliken_charge": [1.526, -0.860, -0.424, 0.796, -0.401, -0.632, -0.047, 0.111, -0.677, -0.708, -0.221, -0.050, -0.330, -0.869, 1.014, -1.004, -0.039, 0.030, 0.003, -1.207, -0.666, 0.839, 0.234, 0.350, 0.346, 0.404, 0.399, 0.406, 0.429, 0.438, 0.470, 0.402, 0.494, 0.513, -1.523, 1.925, -0.238, -0.075, -0.753, -0.409, -0.572, -0.548, -0.298, 0.492, -0.623, -0.521, -0.715, -0.507, 0.076, -0.249, -0.721, -0.506, -0.644, -0.623, 0.428, 0.428, 0.384, 0.375, 0.389, 0.373, -0.367, 0.424, 0.364, 0.415, 0.383, 0.406, 0.422, 0.430, 0.461, 0.619, -0.453, -0.069, 0.089, -0.106, -0.995, -0.063, -0.158, -0.124, 0.500, 0.433, 0.453, 0.523], "relative_energy_kj_mol": 0.0, "energy_ha": -4255.0862, "homo_energy_ev": -7.4226, "lumo_ev": -0.665}



{"formula": "C41H33BrCl5N4O3SSiZr", "method": "ωB97M-V with the def2-TZVPD basis set", "symbols": ["Zr", "C", "C", "C", "C", "C", "C", "C", "C", "C", "C", "C", "C", "C", "C", "C", "N", "H", "H", "H", "H", "H", "H", "H", "H", "H", "H", "Cl", "C", "C", "Cl", "C", "Cl", "C", "O", "C", "Cl", "C", "Cl", "Br", "C", "C", "C", "C", "C", "C", "C", "C", "C", "C", "H", "H", "H", "H", "H", "H", "C", "N", "C", "N", "S", "H", "H", "H", "H", "H", "H", "O", "N", "O", "C", "Si", "C", "C", "C", "C", "C", "C", "C", "H", "H", "H", "H", "H", "H", "H", "H", "H", "H", "H"], "positions_angstrom": [[-0.0174, -0.1562, 0.7149], [4.5371, 0.5693, 0.8852], [5.0809, -0.7003, 1.0216], [4.2460, -1.8013, 0.9809], [2.8691, -1.6383, 0.8088], [2.2953, -0.3715, 0.6780], [3.1674, 0.7200, 0.7242], [1.9797, -2.8027, 0.6533], [2.5094, -4.1177, 0.7339], [1.7377, -5.1845, 0.4365], [0.3945, -4.9851, 0.0589], [-0.4321, -6.0639, -0.3195], [-1.7283, -5.8486, -0.6851], [-2.2427, -4.5402, -0.6452], [-1.4649, -3.4830, -0.2616], [-0.1033, -3.6594, 0.0728], [0.7030, -2.5823, 0.3727], [5.1805, 1.4420, 0.9127], [6.1481, -0.8329, 1.1523], [4.6935, -2.7826, 1.0720], [2.7768, 1.7277, 0.6396], [3.5414, -4.2571, 1.0143], [2.1354, -6.1926, 0.4707], [-0.0090, -7.0620, -0.3199], [-2.3610, -6.6721, -0.9910], [-3.2754, -4.3601, -0.9128], [-1.8902, -2.4944, -0.2145], [-5.5885, 0.0757, -4.6548], [-4.2255, -0.1020, -3.6139], [-4.0984, 0.6852, -2.4730], [-5.2979, 1.8640, -2.1031], [-3.0073, 0.5333, -1.6296], [-2.8025, 1.5281, -0.2453], [-2.0111, -0.4269, -1.8764], [-1.0154, -0.6390, -1.0734], [-2.1429, -1.1838, -3.0583], [-0.8836, -2.3124, -3.4105], [-3.2296, -1.0328, -3.9065], [-3.3500, -1.9994, -5.3287], [-1.3166, 3.0519, 2.2297], [0.0478, 3.9094, 1.2328], [0.3569, 5.1771, 1.6395], [1.2554, 5.9617, 0.8966], [1.7675, 5.4677, -0.2652], [1.4536, 4.1583, -0.7007], [1.9534, 3.7006, -1.9431], [1.6597, 2.4443, -2.3692], [0.9377, 1.5624, -1.5419], [0.4219, 1.9193, -0.3096], [0.6249, 3.2915, 0.0807], [-0.1157, 5.5818, 2.5238], [1.5007, 6.9602, 1.2358], [2.4224, 6.0707, -0.8844], [2.5556, 4.3752, -2.5428], [2.0235, 2.0994, -3.3249], [0.8369, 0.5402, -1.8995], [4.0069, 1.1252, -5.0893], [3.8937, 0.1752, -4.0054], [2.8522, -0.6654, -3.8159], [1.7517, -0.4290, -4.5720], [2.9379, -1.9307, -2.7340], [4.9691, 1.6251, -5.0146], [3.2363, 1.8977, -5.0352], [3.9420, 0.6366, -6.0658], [4.7064, -0.0547, -3.4598], [1.6116, 0.4634, -5.0151], [0.9259, -0.9458, -4.3109], [0.5837, -1.1278, 2.7975], [0.8160, -0.0521, 3.3819], [0.6397, 0.9349, 2.6131], [-2.0242, -2.7039, 3.2113], [-2.3472, -1.1052, 2.2292], [-2.7965, 0.1680, 3.5759], [-4.0536, -1.4524, 1.4169], [-4.4394, -2.7606, 1.1040], [-5.6501, -3.0442, 0.4821], [-6.5270, -2.0166, 0.1618], [-6.1879, -0.7127, 0.4963], [-4.9755, -0.4422, 1.1192], [-2.9224, -3.0210, 3.7505], [-1.2299, -2.5176, 3.9364], [-1.6984, -3.5328, 2.5775], [-3.5304, -0.2396, 4.2780], [-3.2297, 1.0692, 3.1320], [-1.9098, 0.4710, 4.1390], [-3.7825, -3.5811, 1.3569], [-5.9101, -4.0717, 0.2503], [-7.4676, -2.2292, -0.3316], [-6.8677, 0.1003, 0.2680], [-4.7474, 0.5853, 1.3751]], "mulliken_charge": [-1.494, -0.941, -0.993, -0.637, 0.943, 1.651, -0.858, 0.941, -1.355, -1.330, 1.302, -0.876, -1.064, -1.056, 0.579, -1.179, 1.849, 0.464, 0.383, 0.287, 0.359, 0.436, 0.398, 0.410, 0.389, 0.614, 0.184, -0.229, 0.163, 0.145, -0.189, 0.684, -0.076, -1.797, 0.587, 0.545, -0.148, 0.399, -0.220, -0.131, 0.212, -0.779, -0.634, -0.978, 1.338, -1.002, -0.839, 0.666, 0.486, 0.316, 0.413, 0.376, 0.367, 0.331, -0.199, 0.298, -0.941, 0.012, 0.122, -0.290, -0.277, 0.340, 0.285, 0.325, 0.237, 0.324, -0.071, -0.156, -0.200, -0.187, -1.515, 1.394, -1.405, 0.345, -0.620, -0.635, -0.631, -0.512, -0.586, 0.419, 0.384, 0.278, 0.379, 0.159, 0.339, 0.687, 0.405, 0.363, 0.440, 0.276], "relative_energy_kj_mol": 198.8, "energy_ha": -7636.7909, "total_charge": -1, "homo_energy_ev": -4.5027, "lumo_ev": 2.124}



{"formula": "C41H33Cl5FInN6O5STe", "method": "ωB97M-V with the def2-TZVPD basis set", "symbols": ["In", "C", "C", "N", "N", "C", "O", "C", "C", "C", "C", "C", "C", "C", "C", "C", "C", "C", "N", "H", "H", "H", "H", "H", "H", "H", "H", "H", "H", "H", "H", "F", "C", "C", "C", "C", "O", "C", "C", "N", "C", "C", "C", "C", "C", "C", "N", "C", "C", "N", "C", "C", "C", "O", "O", "H", "H", "H", "H", "H", "H", "H", "H", "H", "H", "H", "H", "H", "H", "H", "H", "H", "H", "Cl", "C", "C", "Cl", "C", "Cl", "C", "O", "C", "Cl", "C", "Cl", "Te", "C", "C", "C", "C", "S", "H", "H", "H"], "positions_angstrom": [[-9.0115, -16.2768, -9.4575], [-9.2600, -11.9165, -10.8350], [-9.3464, -13.4222, -10.6866], [-8.9099, -14.0608, -9.5942], [-8.3345, -13.3434, -8.6308], [-7.6883, -14.1438, -7.7712], [-7.4887, -15.3757, -7.9456], [-7.1086, -13.4724, -6.6130], [-7.1092, -12.0839, -6.4049], [-6.7707, -11.5684, -5.1412], [-6.3906, -12.3997, -4.0973], [-6.3586, -13.7663, -4.3227], [-6.6419, -14.3173, -5.5829], [-9.7936, -14.2571, -11.8067], [-10.2163, -13.6994, -13.0533], [-10.7456, -14.5320, -14.0138], [-10.8856, -15.9091, -13.7515], [-10.5388, -16.3789, -12.5025], [-9.9923, -15.5906, -11.5501], [-8.7547, -11.5232, -9.9405], [-10.2421, -11.4471, -10.9169], [-8.7130, -11.5857, -11.7119], [-7.4274, -11.4245, -7.1935], [-6.8884, -10.5214, -4.9455], [-6.1142, -11.9785, -3.1439], [-6.1339, -14.4476, -3.5405], [-6.5347, -15.3746, -5.7629], [-10.0746, -12.6297, -13.2206], [-11.0179, -14.1406, -14.9887], [-11.2190, -16.6023, -14.5092], [-10.8133, -17.3947, -12.2424], [-14.3548, -20.6659, -10.2987], [-13.0935, -20.8881, -10.7680], [-12.1474, -19.9702, -10.4135], [-10.8073, -20.1051, -10.8694], [-9.7969, -19.0949, -10.5421], [-10.2284, -18.0692, -9.8711], [-8.4950, -19.3586, -11.0724], [-8.2921, -20.4093, -11.9251], [-9.2020, -21.4067, -12.1147], [-8.8433, -22.5742, -12.8055], [-8.7054, -23.8612, -12.0859], [-7.4753, -23.1546, -12.5493], [-10.5024, -21.2691, -11.6208], [-11.4965, -22.2132, -11.9593], [-12.8468, -22.0639, -11.5473], [-13.7620, -23.0413, -11.7490], [-13.4254, -24.4225, -11.3292], [-14.4253, -24.9777, -10.2993], [-15.8581, -24.7845, -10.8006], [-16.1631, -23.3499, -11.1039], [-15.1503, -22.7209, -12.0801], [-7.3189, -18.4688, -10.9119], [-6.3020, -18.8512, -11.4838], [-7.4044, -17.3389, -10.2388], [-12.4946, -19.1335, -9.8196], [-7.3632, -20.4923, -12.4466], [-9.1734, -22.6896, -13.8707], [-8.9550, -24.7428, -12.6797], [-8.9370, -23.7928, -11.0347], [-6.9926, -23.6501, -13.3835], [-6.8857, -22.6790, -11.7761], [-11.2901, -23.1194, -12.5412], [-12.4191, -24.4987, -10.9251], [-13.4024, -25.0237, -12.2586], [-14.3656, -24.4311, -9.3536], [-14.2623, -26.0545, -10.1148], [-16.5320, -25.1627, -10.0939], [-15.9883, -25.3340, -11.6665], [-16.1610, -22.8160, -10.1542], [-17.1597, -23.2481, -11.5104], [-15.2739, -21.6256, -12.0738], [-15.3183, -23.1237, -13.0801], [-10.4457, -19.0722, -1.9750], [-10.3031, -18.1312, -3.3816], [-9.2943, -18.4652, -4.3469], [-8.1693, -19.6488, -3.9887], [-9.2930, -17.8477, -5.6043], [-8.2152, -18.3060, -6.8698], [-10.1608, -16.7413, -5.9112], [-10.1808, -16.2502, -7.0906], [-10.9691, -16.2836, -4.7881], [-11.6370, -14.6821, -4.8989], [-11.1266, -17.0103, -3.6094], [-12.3945, -16.6159, -2.5515], [-12.2334, -15.4986, -8.4102], [-13.5585, -15.7595, -10.0293], [-13.5453, -14.7966, -11.0648], [-14.4056, -15.1722, -12.1419], [-15.0991, -16.3257, -11.9291], [-14.6610, -17.0688, -10.4307], [-12.9649, -13.8599, -11.1002], [-14.4759, -14.5650, -13.0086], [-15.7898, -16.8543, -12.6044]], "mulliken_charge": [1.988, -1.509, 0.713, 0.835, -1.370, 0.305, -0.752, 0.532, -0.191, -0.557, -0.452, -0.616, -0.641, 0.437, -1.008, -0.408, -1.149, -0.043, 0.295, 0.256, 0.315, 0.386, 0.413, 0.376, 0.403, 0.408, 0.470, 0.388, 0.417, 0.445, 0.429, -0.391, 0.707, -0.914, 0.705, 0.669, -0.375, -0.053, -0.728, 0.304, -0.389, -0.347, -1.005, -0.025, -0.632, -0.899, 0.166, -0.608, -0.829, -0.133, -0.777, -0.641, 0.360, -0.774, -0.477, 0.666, 0.817, 0.341, 0.281, 0.257, 0.279, 0.376, 0.651, 0.447, 0.376, 0.368, 0.399, 0.365, 0.401, 0.427, 0.368, 0.469, 0.284, -0.234, 0.238, 0.138, -0.222, 0.547, -0.139, -1.262, -0.066, 0.305, -0.203, 0.207, -0.208, -0.244, 0.013, -0.407, -0.656, -0.450, -0.145, 0.418, 0.426, 0.347], "relative_energy_kj_mol": 0.0, "energy_ha": -5543.9440, "homo_energy_ev": -4.6041, "lumo_ev": -2.222}